A) Computed, not measured: a cluster of 2 separate species, C5H10O in total, with ωB97M-V/def2-TZVPD.

Computed properties:
E_LUMO ... 0.886 eV
Multiplicity ... 1
HOMO level ... -7.861 eV
SMILES string ... OC1=CCCC1.[H][H]

CARTESIAN COORDINATES (ANGSTROEM)
O  -2.11  0.29  0.35
C  -0.82  0.13  -0.02
C  -0.26  -1.27  -0.13
C  1.26  -1.02  0.03
C  1.37  0.41  0.57
C  0.19  1.05  -0.11
H  -2.59  -0.54  0.30
H  -1.67  1.65  -1.26
H  -0.69  -1.97  0.59
H  -0.48  -1.66  -1.14
H  1.76  -1.03  -0.94
H  1.71  -1.76  0.69
H  1.17  0.44  1.65
H  2.33  0.91  0.41
H  -1.56  2.18  -0.75
H  0.27  1.98  -0.63

---

B) Computed, not measured: an isolated molecule of C5H10O, with ωB97M-V/def2-TZVPD.

Computed properties:
E_LUMO ... 1.019 eV
Multiplicity ... 1
HOMO level ... -9.295 eV
SMILES string ... CC[C@@]1(C)CO1

CARTESIAN COORDINATES (ANGSTROEM)
C  2.01  -0.31  0.15
C  0.90  0.52  -0.51
C  -0.54  -0.04  -0.46
C  -1.02  -0.99  0.66
C  -1.66  0.91  -0.41
O  -1.27  0.36  -1.63
H  2.17  -1.27  -0.35
H  1.80  -0.51  1.20
H  2.97  0.24  0.11
H  1.20  0.72  -1.55
H  0.85  1.50  -0.03
H  -0.15  -1.44  1.11
H  -1.50  -0.40  1.46
H  -1.75  -1.73  0.35
H  -1.36  1.86  0.01
H  -2.65  0.57  -0.11

---

C) Computed, not measured: an isolated molecule of C5H10O, with ωB97M-V/def2-TZVPD.

Computed properties:
E_LUMO ... 1.021 eV
Multiplicity ... 1
HOMO level ... -9.883 eV
SMILES string ... CC[C@@]1(C)CO1

CARTESIAN COORDINATES (ANGSTROEM)
C  0.16  -1.76  0.58
C  -0.56  -0.97  -0.53
C  -0.17  0.49  -0.43
C  -0.58  1.25  0.82
C  1.06  1.08  -0.95
O  -0.24  1.42  -1.50
H  -0.11  -1.38  1.57
H  1.24  -1.67  0.48
H  -0.10  -2.82  0.55
H  -1.64  -1.08  -0.42
H  -0.29  -1.38  -1.51
H  -1.65  1.18  0.98
H  -0.02  0.92  1.70
H  -0.34  2.30  0.62
H  1.71  0.80  -1.77
H  1.57  1.67  -0.18

---

The winner here is C), beating the second structure by 26.3 kcal/mol.

---

A) Computed, not measured: an isolated molecule of C5H10O, with ωB97M-V/def2-TZVPD.

Computed properties:
E_LUMO ... 0.881 eV
Multiplicity ... 1
HOMO level ... -8.574 eV

CARTESIAN COORDINATES (ANGSTROEM)
C  -0.79  0.25  -1.19
C  -0.23  0.52  0.21
C  -1.30  0.36  1.28
C  0.99  -0.40  0.47
C  2.19  0.16  -0.25
O  2.57  -0.63  -1.22
H  -1.62  0.93  -1.42
H  -0.03  0.37  -1.97
H  -1.18  -0.78  -1.25
H  -0.90  0.58  2.27
H  -1.69  -0.67  1.30
H  -2.14  1.03  1.09
H  1.22  -0.39  1.55
H  0.73  -1.44  0.19
H  0.14  1.55  0.24
H  2.03  -1.45  -1.30

---

B) Computed, not measured: an isolated molecule of C5H10O, with ωB97M-V/def2-TZVPD.

Computed properties:
E_LUMO ... 1.013 eV
Multiplicity ... 1
HOMO level ... -8.169 eV
SMILES string ... COC=C(C)C

CARTESIAN COORDINATES (ANGSTROEM)
C  2.75  -0.19  0.09
C  0.40  -0.50  -0.20
C  -0.90  -0.08  -0.08
C  -2.09  -0.86  0.03
C  -1.04  1.50  0.00
H  3.23  0.14  1.07
H  2.80  -1.32  0.21
H  3.44  0.14  -0.65
H  0.72  -1.52  -0.45
H  -2.29  -1.41  -0.89
H  -2.31  -1.62  0.87
H  -3.04  -0.24  0.17
H  -0.97  1.78  1.10
H  -2.05  1.82  -0.46
H  -0.15  1.96  -0.61
O  1.49  0.39  -0.20

---

C) Computed, not measured: a structure of composition C5H10O, with ωB97M-V/def2-TZVPD.

Computed properties:
E_LUMO ... 1.059 eV
Multiplicity ... 1
HOMO level ... -8.312 eV

CARTESIAN COORDINATES (ANGSTROEM)
C  -1.99  -0.16  0.77
C  -0.70  -0.15  0.17
O  -0.96  1.62  -0.50
C  0.54  0.01  0.96
C  1.56  -1.11  0.87
C  1.85  0.24  0.28
H  -2.03  -0.11  1.86
H  -2.77  -0.75  0.29
H  -1.89  1.13  0.16
H  -0.56  -0.63  -0.80
H  -1.20  1.60  -1.44
H  0.39  0.47  1.94
H  2.07  -1.40  1.79
H  1.35  -1.93  0.20
H  1.83  0.34  -0.80
H  2.57  0.88  0.78

---

D) Computed, not measured: an isolated molecule of C5H10O, with ωB97M-V/def2-TZVPD.

Computed properties:
E_LUMO ... 0.956 eV
Multiplicity ... 1
HOMO level ... -9.402 eV
SMILES string ... C[C@H]1C[C@@]1(C)O

CARTESIAN COORDINATES (ANGSTROEM)
C  -1.97  -0.10  0.43
C  -0.61  0.53  0.22
C  0.48  0.25  1.20
C  0.67  -0.26  -0.21
C  1.65  0.37  -1.13
H  -2.35  0.27  1.52
H  -1.89  -1.28  0.36
H  -2.79  0.20  -0.33
H  -0.77  1.52  -0.18
H  0.16  -0.49  2.01
H  1.17  1.03  1.57
H  1.40  0.03  -2.15
H  1.62  1.41  -0.98
H  2.65  0.01  -0.90
H  0.03  -1.81  -1.13
O  0.56  -1.68  -0.31

---

The winner here is D), beating the second structure by 16.6 kcal/mol.

---

A) Computed, not measured: an isolated molecule of C5H10O, with ωB97M-V/def2-TZVPD.

Computed properties:
E_LUMO ... 0.900 eV
Multiplicity ... 1
HOMO level ... -9.934 eV
SMILES string ... CC(C)CC=O

CARTESIAN COORDINATES (ANGSTROEM)
C  1.74  0.48  0.14
C  0.41  -0.27  0.07
C  -0.12  -1.04  1.38
C  -0.55  0.68  -0.67
C  -1.82  0.12  -1.25
H  1.76  1.30  0.93
H  2.62  -0.17  0.34
H  1.94  1.04  -0.88
H  0.59  -1.16  -0.58
H  -0.88  -1.78  0.76
H  0.63  -1.47  2.08
H  -0.82  -0.28  2.08
H  -0.83  1.54  0.00
H  -0.04  1.30  -1.43
H  -2.41  0.78  -1.94
O  -2.23  -1.08  -1.02

---

B) Computed, not measured: an isolated molecule of C5H10O, with ωB97M-V/def2-TZVPD.

Computed properties:
E_LUMO ... 0.978 eV
Multiplicity ... 1
HOMO level ... -9.731 eV
SMILES string ... CC[C@@H](C)C=O

CARTESIAN COORDINATES (ANGSTROEM)
C  -0.75  1.58  1.21
C  0.25  0.85  0.31
C  -0.20  -0.40  -0.49
C  0.96  -0.80  -1.42
C  -0.53  -1.60  0.37
O  0.22  -2.53  0.53
H  -1.11  0.97  2.04
H  -0.26  2.46  1.63
H  -1.62  1.94  0.64
H  0.61  1.56  -0.44
H  1.13  0.56  0.91
H  -1.13  -0.13  -1.03
H  1.77  -1.23  -0.81
H  0.67  -1.57  -2.15
H  1.35  0.07  -1.96
H  -1.53  -1.65  0.83

---

The winner here is B), beating the second structure by 33.5 kcal/mol.